[1]
Below is a 2-piece molecular cluster, C4H13NO2 overall at a distorted geometry, with properties calculated with ωB97M-V/def2-TZVPD.

```
! wB97M-V def2-TZVPD RIJCOSX def2/J DEFGRID3
* xyz 0 1
O -0.37 -0.32 -1.47
N 2.04 -2.45 1.89
C -0.19 0.50 -2.53
C 0.57 -0.04 -0.43
C 1.38 -1.12 1.72
C 0.26 -1.09 0.66
H 2.56 -2.48 2.78
H 2.74 -2.52 1.15
H -1.05 0.36 -3.20
H 0.73 0.22 -3.09
H -0.12 1.56 -2.24
H 1.55 -0.25 -0.91
H 0.57 1.02 -0.12
H 2.09 -0.33 1.40
H 0.99 -0.84 2.71
H -0.67 -0.86 1.20
H 0.11 -2.05 0.13
O -4.56 3.72 0.45
H -4.03 4.18 -0.23
H -4.61 2.79 0.15
*
```

Values from the calculation:
E_LUMO	0.0227	Ha
ΔE to the lowest compared entry with this formula, charge and spin	137.7	kJ/mol
total energy	-365.39003	a.u.
SMILES	COCCCN.O
Kohn-Sham gap	0.370	hartree
HOMO level	-9.461	eV
largest force on an atom	2.202	eV Å⁻¹

=====

[2]
Below is C10H27I2O2P2RuSi as an isolated structure at a distorted geometry, with properties calculated with ωB97M-V/def2-TZVPD.

```
! wB97M-V def2-TZVPD RIJCOSX def2/J DEFGRID3
* xyz 2 6
I 0.24 -0.93 -5.06
I -0.28 1.58 -3.64
Ru -0.01 0.48 -0.60
P -2.03 -0.20 -1.21
C -3.02 1.28 -0.84
C -2.59 -0.70 -2.84
H -3.68 -0.79 -2.87
H -3.81 -1.49 -0.24
H -2.09 -1.62 -3.16
H -2.28 -2.41 -0.35
H -2.79 2.07 -1.56
H -2.32 0.08 -3.57
C -2.73 -1.44 -0.10
H -4.08 1.01 -0.90
H -2.48 -1.20 0.94
H -2.78 1.63 0.17
P 2.04 -0.12 -1.19
C 2.98 1.38 -0.81
C 2.77 -1.35 -0.09
H 2.18 -1.54 -3.12
H 3.72 -0.66 -2.87
H 2.33 0.20 -3.53
C 2.63 -0.58 -2.83
H 2.36 -2.34 -0.35
H 3.86 -1.36 -0.23
H 4.04 1.15 -0.87
H 2.72 1.72 0.20
H 2.52 -1.13 0.95
H 2.72 2.16 -1.53
C -0.04 2.33 -0.73
O -0.06 3.49 -0.87
C 1.55 -0.87 3.40
Si 0.00 -0.16 2.62
C -1.56 -0.87 3.39
C 0.00 1.69 2.96
O 0.00 -0.53 1.00
H 1.47 -0.84 4.50
H 2.42 -0.26 3.08
H 1.68 -1.90 3.06
H -1.48 -0.82 4.49
H -2.42 -0.27 3.06
H -1.68 -1.91 3.06
H 0.90 2.13 2.52
H -0.90 2.13 2.52
H -0.01 1.80 4.06
*
```

Values from the calculation:
E_LUMO (alpha / beta)	-0.3257 / -0.3785	Ha
total energy	-2209.54452	a.u.
Kohn-Sham gap (alpha / beta)	0.222 / 0.202	hartree
expectation value of S²	8.771
HOMO level (alpha / beta)	-14.908 / -15.786	eV
largest force on an atom	8.540	eV Å⁻¹

=====

[3]
Below is C11H12BClF4NO5SeZn as an isolated structure, with properties calculated with ωB97M-V/def2-TZVPD.

```
! wB97M-V def2-TZVPD RIJCOSX def2/J DEFGRID3
* xyz -1 1
Zn -1.21 2.38 -1.34
O 1.04 5.36 -2.62
Cl 0.82 4.09 -2.03
O 0.13 4.19 -0.75
O 2.04 3.37 -1.88
O -0.11 3.28 -2.87
F -2.63 3.51 -0.55
B -4.11 3.34 -0.41
F -4.36 3.22 0.94
F -4.42 2.18 -1.10
F -4.69 4.45 -0.97
C 2.17 -4.55 0.63
C 1.60 -3.18 0.81
C 0.47 -2.98 1.60
C -0.10 -1.72 1.73
C -1.34 -1.58 2.57
C 0.47 -0.64 1.04
C -0.23 0.64 1.09
O -0.15 1.52 0.25
C 1.63 -0.82 0.25
C 2.30 0.29 -0.49
C 2.17 -2.09 0.17
H 1.88 -5.22 1.44
H 3.26 -4.53 0.59
H 1.81 -4.98 -0.30
H 0.02 -3.82 2.11
H -1.58 -2.53 3.05
H -2.20 -1.29 1.97
H -1.22 -0.84 3.36
H -0.91 0.79 1.94
H 2.21 1.26 0.00
H 1.87 0.40 -1.48
H 3.36 0.06 -0.61
H 3.06 -2.24 -0.44
Se -2.31 0.41 -2.10
C -0.82 -0.54 -2.64
N 0.08 -1.18 -2.98
*
```

Values from the calculation:
E_LUMO	0.0625	Ha
ΔE to the lowest compared entry with this formula, charge and spin	13.5	kJ/mol
total energy	-5922.73378	a.u.
Kohn-Sham gap	0.281	hartree
HOMO level	-5.945	eV
largest force on an atom	0.345	eV Å⁻¹

=====

[4]
Below is C13H33BeN3O6 as an isolated structure at a distorted geometry, with properties calculated with ωB97M-V/def2-TZVPD.

```
! wB97M-V def2-TZVPD RIJCOSX def2/J DEFGRID3
* xyz 0 1
Be 0.37 -0.46 -0.62
C 1.34 -2.16 -2.84
O 1.93 -1.17 -2.46
O 0.61 -2.65 -1.99
O 1.65 -2.77 -3.87
C 1.06 -4.07 2.22
C 0.58 -2.79 1.49
C -0.34 -1.93 2.46
O -0.85 -0.76 1.75
C -1.99 -0.17 2.39
N 1.67 -1.99 1.00
H 0.26 -4.80 2.14
H 1.40 -3.93 3.25
H 1.99 -4.38 1.74
H 0.03 -3.10 0.60
H 0.24 -1.57 3.31
H -1.18 -2.57 2.74
H -2.88 -0.78 2.27
H -2.10 0.81 1.93
H -1.75 -0.02 3.44
H 2.14 -1.79 1.88
H 2.31 -2.58 0.49
C -3.58 -0.73 -2.88
C -2.16 -0.43 -2.34
C -1.73 1.07 -2.55
O -0.30 1.23 -2.41
C 0.17 2.58 -2.75
N -2.20 -0.66 -0.92
H -3.56 -0.73 -3.97
H -4.32 0.04 -2.65
H -3.95 -1.68 -2.49
H -1.41 -1.02 -2.86
H -2.44 1.75 -2.09
H -1.87 1.19 -3.63
H -0.49 3.29 -2.27
H 0.16 2.71 -3.84
H 1.16 2.77 -2.34
H -2.64 -1.56 -0.75
H -2.94 -0.09 -0.55
C 3.55 2.05 1.86
C 2.23 1.46 1.33
C 1.08 2.51 1.15
O -0.12 1.89 0.64
C -1.19 2.80 0.74
N 2.48 0.92 0.03
H 4.33 1.30 1.83
H 3.45 2.41 2.88
H 3.94 2.86 1.23
H 1.87 0.65 1.96
H 1.38 3.34 0.50
H 0.98 2.86 2.18
H -0.95 3.69 0.17
H -1.59 2.93 1.74
H -1.97 2.29 0.18
H 2.86 1.65 -0.54
H 3.27 0.29 0.08
*
```

Values from the calculation:
E_LUMO	-0.0012	Ha
ΔE to the lowest compared entry with this formula, charge and spin	354.8	kJ/mol
total energy	-1145.36912	a.u.
Kohn-Sham gap	0.180	hartree
HOMO level	-4.933	eV
largest force on an atom	9.438	eV Å⁻¹

=====

Q: What is the total energy in the third record?
A: -5922.73378 a.u.